1.
80
Properties=species:S:1:pos:R:3:mulliken_charge:R:1 method="wB97M-V/def2-TZVPD" total_charge=-1 homo_lumo_gap_ev=7.54 e_lumo_ha=0.0838 e_homo_ev=-5.259
N -2.17 -1.26 -2.66 -0.65
C -2.66 -0.38 -2.12 0.65
O -3.20 0.82 -1.98 -0.56
B -2.58 1.52 -0.80 0.62
F -3.29 1.05 0.39 -0.42
S -0.74 1.09 -0.55 -0.27
H -2.78 2.70 -0.88 -0.23
H -0.04 2.27 -0.63 -0.06
F 1.63 1.37 0.58 -0.15
C 2.27 2.44 1.07 0.21
C 3.49 2.81 0.53 -0.32
C 4.14 3.93 1.04 -0.61
C 3.57 4.65 2.08 -0.74
C 2.35 4.27 2.61 -0.57
C 1.69 3.16 2.10 -0.21
H 3.92 2.23 -0.27 0.44
H 5.09 4.24 0.62 0.39
H 4.08 5.52 2.48 0.76
H 1.90 4.83 3.42 0.38
H 0.73 2.85 2.49 0.47
F -2.31 3.25 -4.72 -0.28
C -2.36 2.31 -5.67 0.03
C -2.53 0.98 -5.31 0.05
C -2.58 0.02 -6.30 -0.38
C -2.46 0.38 -7.64 -0.44
C -2.29 1.71 -7.99 -0.43
C -2.25 2.69 -7.00 -0.37
H -2.61 0.72 -4.27 0.25
H -2.72 -1.02 -6.03 0.41
H -2.50 -0.38 -8.41 0.36
H -2.19 2.00 -9.03 0.34
H -2.12 3.73 -7.25 0.41
F 5.56 6.77 1.17 -0.32
C 4.91 7.65 0.39 0.43
C 3.56 7.89 0.61 -0.16
C 2.90 8.80 -0.19 -0.50
C 3.58 9.46 -1.21 -0.45
C 4.93 9.22 -1.42 -0.39
C 5.60 8.31 -0.61 -0.44
H 3.05 7.36 1.40 0.37
H 1.84 9.00 -0.03 0.35
H 3.05 10.17 -1.84 0.36
H 5.46 9.73 -2.21 0.35
H 6.66 8.11 -0.76 0.40
F -4.54 -4.84 3.27 -0.35
C -4.34 -4.32 2.04 0.44
C -4.47 -2.96 1.84 -0.54
C -4.26 -2.43 0.58 -0.25
C -3.93 -3.27 -0.48 -0.46
C -3.80 -4.64 -0.27 -0.56
C -4.00 -5.17 1.00 -0.30
H -4.74 -2.32 2.68 0.43
H -4.35 -1.36 0.42 0.35
H -3.76 -2.85 -1.46 0.39
H -3.54 -5.29 -1.10 0.38
H -3.90 -6.23 1.18 0.43
F 5.16 -1.28 -1.13 -0.31
C 4.07 -2.03 -0.87 0.35
C 2.99 -1.45 -0.22 -0.20
C 1.87 -2.21 0.04 -0.45
C 1.83 -3.55 -0.32 -0.57
C 2.93 -4.13 -0.97 -0.40
C 4.05 -3.36 -1.24 -0.39
H 3.04 -0.41 0.06 0.38
H 1.01 -1.77 0.54 0.36
H 0.96 -4.15 -0.11 0.42
H 2.90 -5.17 -1.25 0.35
H 4.91 -3.79 -1.75 0.40
F 0.35 -7.14 7.00 -0.32
C -0.89 -7.32 6.51 0.33
C -1.60 -8.44 6.88 -0.46
C -2.89 -8.63 6.39 -0.28
C -3.44 -7.69 5.52 -0.64
C -2.71 -6.56 5.15 -0.11
C -1.43 -6.37 5.66 -0.56
H -1.15 -9.17 7.55 0.39
H -3.46 -9.50 6.67 0.36
H -4.44 -7.83 5.13 0.39
H -3.13 -5.84 4.48 0.48
H -0.85 -5.50 5.39 0.43

=====

2.
39
Properties=species:S:1:pos:R:3:mulliken_charge:R:1 method="wB97M-V/def2-TZVPD" smiles="COP(=O)(OC)OC.COP(=O)(OC)OC.ClC(Cl)Cl" total_charge=0 homo_lumo_gap_ev=11.23 e_lumo_ha=0.0235 e_homo_ev=-10.590 e_above_lowest_kcal_mol=4.64
C -0.78 -3.07 4.99 -0.64
O -0.33 -2.83 3.65 -0.27
P -0.89 -3.56 2.38 1.11
O -0.58 -2.94 1.08 -0.68
O -0.41 -5.09 2.53 -0.32
C 0.87 -5.48 2.09 -0.58
O -2.45 -3.64 2.71 -0.33
C -3.38 -4.51 2.08 -0.67
H -1.20 -2.13 5.34 0.25
H 0.10 -3.33 5.59 0.27
H -1.50 -3.87 5.09 0.31
H 1.54 -5.88 2.85 0.27
H 1.42 -4.65 1.63 0.19
H 0.79 -6.23 1.30 0.27
H -4.01 -3.93 1.40 0.25
H -4.01 -4.95 2.86 0.26
H -2.87 -5.35 1.62 0.31
C 1.43 6.30 -3.32 -0.68
O 1.12 5.07 -2.67 -0.26
P 0.14 3.98 -3.34 0.94
O 0.11 4.02 -4.80 -0.68
O -1.25 4.20 -2.55 -0.29
C -2.08 5.21 -3.10 -0.71
O 0.57 2.63 -2.66 -0.26
C 1.96 2.32 -2.63 -0.59
H 0.68 6.62 -4.05 0.34
H 2.38 6.18 -3.83 0.26
H 1.47 7.07 -2.55 0.25
H -2.22 5.07 -4.18 0.35
H -1.63 6.20 -3.05 0.26
H -3.04 5.24 -2.61 0.27
H 2.40 2.53 -1.66 0.17
H 2.54 2.85 -3.38 0.32
H 2.07 1.26 -2.84 0.28
Cl 2.94 -1.54 2.30 -0.16
C 2.08 -1.10 0.81 0.36
Cl 2.77 -2.00 -0.51 -0.14
Cl 2.23 0.64 0.50 -0.14
H 1.02 -1.31 0.92 0.08

=====

3.
84
Properties=species:S:1:pos:R:3:mulliken_charge:R:1 method="wB97M-V/def2-TZVPD" multiplicity=5 total_charge=0 homo_lumo_gap_ev="4.72 / 4.85" e_lumo_ha="0.0095 / 0.0093" e_homo_ev="-4.463 / -4.595" e_above_lowest_kcal_mol=0.00
Fe 0.25 0.33 -0.41 0.87
C 0.51 -0.98 2.52 -1.89
N -0.55 -0.22 1.84 0.98
C -1.70 -1.08 1.52 -1.56
C -1.27 -2.18 0.57 0.52
C -1.76 -3.47 0.66 -0.98
C -1.29 -4.42 -0.25 -0.51
C -0.35 -4.05 -1.18 -0.80
C 0.09 -2.73 -1.20 -0.31
N -0.37 -1.82 -0.34 0.63
C -0.94 1.00 2.55 -1.57
C -0.58 2.29 1.83 0.96
C -1.15 3.50 2.22 -1.11
C -0.76 4.65 1.56 -0.40
C 0.18 4.58 0.54 -0.83
C 0.69 3.33 0.22 -0.40
N 0.32 2.22 0.86 0.20
C 1.90 -0.78 1.96 0.94
C 3.00 -1.25 2.66 -1.12
C 4.26 -1.08 2.12 -0.36
C 4.39 -0.44 0.89 -1.10
C 3.24 -0.01 0.26 -0.61
N 2.03 -0.19 0.78 0.83
H 0.28 -2.04 2.47 0.52
H 0.53 -0.72 3.59 0.58
H -2.45 -0.47 1.02 0.61
H -2.16 -1.51 2.42 0.43
H -2.49 -3.73 1.41 0.49
H -1.66 -5.44 -0.21 0.41
H 0.06 -4.75 -1.89 0.56
H 0.81 -2.38 -1.93 0.27
H -0.46 1.03 3.53 0.49
H -2.02 1.00 2.74 0.47
H -1.89 3.52 3.01 0.47
H -1.20 5.61 1.83 0.44
H 0.50 5.45 0.00 0.44
H 1.39 3.20 -0.59 0.46
H 2.87 -1.74 3.62 0.50
H 5.14 -1.45 2.64 0.41
H 5.35 -0.29 0.43 0.46
H 3.26 0.48 -0.71 0.81
N -1.46 1.48 -3.34 -0.07
C -2.28 1.95 -2.41 0.40
S -2.21 1.41 -0.81 -0.45
N -3.21 2.85 -2.85 -0.13
C -4.15 3.63 -2.15 0.33
C -3.93 4.15 -0.88 0.19
C -4.90 4.96 -0.30 -0.62
C -6.08 5.26 -0.96 -0.53
C -6.28 4.76 -2.24 -0.57
C -5.33 3.94 -2.83 -0.56
H -0.64 0.92 -3.03 -0.42
H -1.37 1.95 -4.22 0.26
H -3.29 2.91 -3.85 0.26
H -3.02 3.93 -0.35 0.21
H -4.73 5.36 0.69 0.39
H -6.82 5.89 -0.50 0.39
H -7.19 4.99 -2.78 0.36
H -5.50 3.54 -3.82 0.36
C 1.02 0.31 -2.21 -1.43
C 1.47 -0.37 -3.14 0.63
C 1.97 -1.22 -4.14 0.30
C 2.81 -2.33 -3.74 0.54
C 3.48 -2.31 -2.50 -0.11
C 4.21 -3.39 -2.04 -0.41
C 4.33 -4.55 -2.80 -0.67
C 3.68 -4.59 -4.03 -0.73
C 2.94 -3.51 -4.49 -0.56
C 1.53 -1.00 -5.51 0.07
C 2.35 -1.28 -6.62 -0.23
C 1.93 -1.04 -7.92 -0.73
C 0.68 -0.49 -8.17 -0.49
C -0.15 -0.20 -7.09 -0.69
C 0.27 -0.46 -5.80 -0.40
H 3.42 -1.41 -1.91 0.18
H 4.70 -3.33 -1.08 0.40
H 4.90 -5.39 -2.45 0.40
H 3.75 -5.48 -4.65 0.38
H 2.43 -3.60 -5.44 0.52
H 3.34 -1.68 -6.45 0.52
H 2.60 -1.26 -8.74 0.36
H 0.36 -0.29 -9.19 0.37
H -1.14 0.21 -7.27 0.37
H -0.41 -0.28 -4.97 0.42

=====

4.
168
Properties=species:S:1:pos:R:3:mulliken_charge:R:1 method="wB97M-V/def2-TZVPD" total_charge=0 homo_lumo_gap_ev=3.00 e_lumo_ha=-0.2147 e_homo_ev=-8.839
Tl 1.34 2.00 5.12 0.96
C -2.83 4.99 4.99 -0.02
C -1.51 4.38 4.78 0.28
C -0.82 4.44 3.37 -0.02
O 0.31 3.89 3.27 -0.42
C -1.53 5.07 2.34 0.31
C -2.77 5.56 2.54 0.36
C -3.40 5.58 3.92 0.09
O -4.46 6.21 4.28 -0.51
O -3.42 5.84 1.47 -0.63
O -0.86 3.95 5.73 -0.57
H -3.22 5.03 5.99 0.57
H -1.14 4.98 1.33 0.48
B 0.05 -0.03 0.21 0.96
F -0.93 -0.91 -0.09 -0.69
F 0.61 0.31 -0.94 -0.53
F -0.44 1.11 0.84 -0.42
F 0.95 -0.74 0.95 -0.21
C -3.98 -3.22 -5.03 -0.64
C -3.32 -3.78 -3.82 -0.50
O -2.64 -2.76 -3.04 0.44
O -5.11 -2.33 -4.72 -0.51
H -4.26 -3.98 -5.76 0.35
H -3.29 -2.58 -5.58 0.13
H -2.60 -4.54 -4.10 0.43
H -4.15 -4.16 -3.23 0.31
H -3.27 -2.18 -2.61 -0.03
H -4.83 -1.55 -5.20 0.36
C 1.87 -1.53 4.41 0.70
C 3.38 -1.26 4.70 -0.72
O 3.64 0.14 4.68 -0.31
O 0.93 -0.91 5.27 -0.31
H 1.76 -2.61 4.34 0.02
H 1.64 -1.21 3.39 -0.41
H 4.05 -1.83 4.05 0.31
H 3.58 -1.70 5.68 0.39
H 4.58 0.30 4.79 0.20
H 0.59 -1.52 5.92 0.24
C 5.01 3.35 -2.27 -0.41
C 5.64 2.62 -3.53 -0.15
O 6.95 3.09 -3.53 -0.57
O 3.75 2.72 -1.84 0.00
H 4.73 4.37 -2.54 0.29
H 5.76 3.31 -1.49 0.35
H 5.12 2.75 -4.48 0.14
H 5.71 1.55 -3.34 0.04
H 7.58 2.43 -3.23 0.34
H 3.39 3.33 -1.18 0.04
C 4.73 -1.63 -0.19 -0.85
C 4.94 -0.29 -0.92 -0.65
O 3.75 0.02 -1.67 -0.08
O 3.60 -1.67 0.68 0.28
H 5.65 -1.86 0.34 0.47
H 4.53 -2.52 -0.79 0.21
H 5.80 -0.36 -1.59 0.54
H 5.36 0.53 -0.34 0.32
H 3.59 0.93 -1.91 -0.09
H 2.88 -1.16 0.33 -0.35
C -2.03 0.45 -5.33 0.04
C -2.21 0.82 -3.86 0.61
O -3.61 0.87 -3.52 -0.62
O -2.63 1.49 -6.13 -0.55
H -2.48 -0.50 -5.60 -0.25
H -0.99 0.29 -5.62 -0.03
H -1.82 1.83 -3.76 0.35
H -1.66 0.24 -3.11 -0.25
H -3.79 0.21 -2.84 0.23
H -1.96 1.65 -6.79 0.35
C -0.86 -6.25 4.50 -0.79
C 0.23 -5.34 3.87 0.16
O -0.06 -4.98 2.48 -0.03
O -1.99 -5.54 4.83 -0.58
H -0.56 -6.65 5.46 0.40
H -1.12 -7.09 3.84 0.33
H 1.13 -5.95 3.90 0.26
H 0.31 -4.35 4.32 0.02
H 0.64 -4.37 2.22 -0.15
H -2.55 -5.51 4.05 0.29
C -2.69 -3.00 1.48 1.16
C -2.60 -4.08 0.35 0.17
O -2.31 -5.34 0.98 -0.63
O -3.86 -3.18 2.27 -0.72
H -2.78 -1.96 1.18 -0.66
H -1.81 -3.01 2.12 0.23
H -1.85 -3.86 -0.41 -0.15
H -3.54 -4.11 -0.20 -0.06
H -1.49 -5.19 1.45 0.55
H -3.92 -4.07 2.63 0.32
C -2.75 2.89 -0.73 0.32
C -3.58 2.03 0.32 -0.45
O -3.23 0.73 0.37 -0.40
O -3.37 4.17 -1.03 -0.64
H -2.69 2.29 -1.63 0.05
H -1.71 3.05 -0.46 -0.06
H -4.61 2.19 -0.02 0.43
H -3.43 2.49 1.30 0.08
H -2.30 0.68 0.57 -0.21
H -3.10 4.73 -0.29 0.36
C 1.02 -1.87 -3.56 0.41
C 1.43 -2.73 -2.32 -0.32
O 0.46 -2.84 -1.30 0.23
O -0.01 -2.59 -4.14 -0.59
H 1.84 -1.84 -4.28 0.57
H 0.81 -0.88 -3.16 -0.42
H 2.29 -2.33 -1.79 -0.41
H 1.73 -3.73 -2.62 0.52
H 0.40 -1.98 -0.88 -0.35
H -0.74 -2.64 -3.53 0.11
C 0.70 5.53 -1.62 -0.45
C 1.36 5.12 -0.35 0.58
O 2.68 4.88 -0.61 -0.58
O 1.15 6.75 -2.10 -0.62
H -0.37 5.64 -1.46 0.38
H 0.85 4.75 -2.37 0.11
H 0.92 4.20 0.03 -0.32
H 1.39 5.92 0.39 0.36
H 3.09 5.75 -0.66 0.25
H 1.94 6.62 -2.63 0.37
C 2.94 -5.12 1.28 -0.77
C 2.62 -5.13 -0.21 0.32
O 1.25 -5.23 -0.41 -0.61
O 2.79 -3.94 2.03 -0.22
H 4.00 -5.38 1.38 0.51
H 2.32 -5.87 1.77 0.15
H 3.07 -6.00 -0.69 0.42
H 3.01 -4.26 -0.74 -0.30
H 1.03 -4.34 -0.70 0.14
H 3.38 -3.26 1.72 0.16
C 1.99 2.42 -4.63 0.68
C 2.32 1.13 -5.33 -0.28
O 2.87 1.26 -6.60 -0.60
O 1.03 3.22 -5.35 -0.56
H 2.92 2.99 -4.63 -0.10
H 1.68 2.19 -3.61 -0.12
H 1.44 0.48 -5.35 0.03
H 3.05 0.61 -4.72 0.20
H 3.82 1.29 -6.51 0.38
H 1.33 3.28 -6.26 0.33
C -6.94 -1.32 -1.24 -0.92
C -5.52 -1.80 -0.92 0.02
O -4.40 -1.18 -1.49 0.07
O -7.01 0.07 -0.92 -0.53
H -7.66 -1.77 -0.56 0.41
H -7.04 -1.48 -2.31 0.35
H -5.43 -2.87 -1.12 0.17
H -5.44 -1.59 0.15 0.15
H -3.88 -0.75 -0.82 -0.04
H -7.38 0.29 -0.06 0.29
C 3.01 1.86 1.76 0.87
C 3.50 3.17 2.33 -0.91
O 3.68 3.11 3.74 -0.51
O 1.83 1.29 2.36 1.73
H 3.80 1.13 1.94 0.10
H 3.02 1.88 0.67 -0.50
H 2.79 3.98 2.14 -0.16
H 4.46 3.45 1.91 0.61
H 4.50 3.59 3.83 0.34
H 1.20 1.09 1.66 -1.01
C -2.19 0.36 4.20 -0.08
C -2.33 0.84 5.68 -0.69
O -1.14 0.77 6.51 -0.41
O -1.13 1.12 3.52 0.27
H -3.06 0.61 3.59 0.35
H -1.96 -0.70 4.12 0.17
H -3.14 0.27 6.13 0.48
H -2.69 1.87 5.75 0.15
H -1.39 0.93 7.42 0.25
H -1.19 0.95 2.58 -0.45

=====

5.
52
Properties=species:S:1:pos:R:3:mulliken_charge:R:1 method="wB97M-V/def2-TZVPD" multiplicity=2 total_charge=-1 homo_lumo_gap_ev="2.32 / 8.67" e_lumo_ha="0.0863 / 0.0849" e_homo_ev="0.028 / -6.359" e_above_lowest_kcal_mol=98.77
C -0.72 -2.73 -1.84 -1.58
C -0.74 -1.27 -1.50 -0.45
N 0.57 -0.54 -1.29 0.08
C 0.39 -1.33 1.13 -0.45
C 1.21 -0.98 -0.06 0.79
C 2.09 -2.35 -0.27 -1.79
H -1.64 -3.21 -1.72 0.48
H -0.41 -2.95 -2.93 0.33
H -0.18 -3.44 -1.17 0.21
H -1.47 -1.12 -0.72 0.19
H -1.30 -0.62 -2.35 0.37
H 1.17 -0.63 -2.07 0.19
H 1.04 -1.81 1.96 0.40
H -0.26 -2.27 0.93 0.16
H -0.16 -0.53 1.50 -0.27
H 1.94 -0.03 0.10 -0.24
H 2.75 -2.52 0.59 0.56
H 2.93 -1.98 -0.96 0.50
H 1.40 -3.07 -0.52 0.20
H -2.94 0.30 1.60 0.44
H -2.11 1.13 0.51 0.18
O -2.55 1.18 1.38 -0.67
H -0.89 1.38 2.95 0.62
H -2.20 1.97 3.37 0.36
O -1.45 1.48 3.78 -0.78
H 0.66 -0.39 4.75 0.33
H 0.77 0.05 3.24 0.26
O 0.73 -0.70 3.82 -0.70
H 2.85 2.37 -2.01 0.04
H 1.61 1.46 -1.56 0.22
O 1.92 2.27 -2.01 -0.03
H -1.07 -1.58 3.83 0.29
H -1.79 -0.23 3.98 0.38
O -1.94 -1.21 3.70 -0.69
H 2.58 -0.38 -4.61 0.17
H 1.62 -1.63 -4.02 -0.14
O 1.70 -0.63 -4.25 0.21
H 0.85 0.81 -5.02 0.21
H 0.70 1.80 -3.89 0.26
O 0.43 1.68 -4.74 -1.04
H 0.12 1.87 1.36 0.38
H 0.97 2.31 2.63 0.27
O 0.66 1.53 2.06 -0.68
H -4.23 -0.82 3.00 0.33
H -2.97 -1.51 2.18 0.41
O -3.88 -1.06 2.06 -0.75
H 0.04 3.32 -0.52 0.35
H -0.49 1.63 -0.87 0.21
O -0.36 2.37 -0.21 -1.02
H 0.11 4.39 -2.26 0.36
H 1.27 3.74 -1.52 0.31
O 0.70 4.47 -1.50 -0.79

=====

6.
24
Properties=species:S:1:pos:R:3:mulliken_charge:R:1 method="wB97M-V/def2-TZVPD" multiplicity=2 total_charge=-1 homo_lumo_gap_ev="3.13 / 7.05" e_lumo_ha="0.1395 / 0.1384" e_homo_ev="0.665 / -3.282" e_above_lowest_kcal_mol=12.40
C 1.13 -2.40 -2.27 -0.40
C 0.49 -1.42 -3.23 -0.83
H 2.21 -2.36 -2.42 0.32
H 1.04 -2.13 -1.22 -0.21
H 0.79 -3.44 -2.34 0.30
H -0.56 -1.24 -3.04 0.23
H 0.56 -1.70 -4.29 0.32
H 1.04 -0.48 -3.12 0.23
C 0.87 -1.91 1.73 -1.14
C -1.32 0.65 -0.10 -0.92
C -0.84 -0.63 0.43 -0.65
C -0.74 1.82 0.35 0.60
C 0.27 -0.59 1.28 0.75
C 0.35 1.86 1.26 -0.71
C 0.77 0.62 1.78 -0.56
O -1.32 3.05 0.06 -0.48
H -1.92 0.67 -1.01 0.24
H -1.41 -1.50 0.11 0.34
H -2.23 2.83 -0.21 0.29
H 0.72 2.87 1.40 0.35
H 0.10 -2.60 2.12 0.26
H 1.69 -1.83 2.45 0.32
H 1.53 0.50 2.55 0.22
H 1.15 -2.32 0.77 0.12

=====

7.
8
Properties=species:S:1:pos:R:3:mulliken_charge:R:1 method="wB97M-V/def2-TZVPD" total_charge=-2 homo_lumo_gap_ev=6.80 e_lumo_ha=0.2457 e_homo_ev=-0.115 e_above_lowest_kcal_mol=27.88
C -0.23 -1.10 -0.14 0.63
C 1.09 -0.63 -0.52 0.43
C -1.09 1.63 0.64 0.42
N -0.92 -2.07 -0.18 -0.82
N -0.81 0.51 0.84 -0.52
O -1.41 2.76 0.57 -0.71
O 1.87 -0.94 0.42 -0.69
O 1.49 -0.17 -1.62 -0.75